1 | Molecular formula: CH3ClN2O2
Method: DFT, ωB97M-V/def2-TZVPD

Output
Frontier orbital gap (alpha / beta), eV: 8.7 / 8.8
E_LUMO (alpha / beta), Eh: -0.02965 / -0.03354

Structure (ORCA input):
```
! wB97M-V def2-TZVPD RIJCOSX def2/J DEFGRID3
* xyz 0 1
C -1.11 -0.30 0.13
N 0.15 -0.77 0.57
N 1.34 0.97 -0.03
O 0.69 1.66 -0.72
O 2.43 0.93 0.40
Cl 0.81 -2.01 -0.38
H -1.56 0.25 0.95
H -1.01 0.39 -0.73
H -1.76 -1.11 -0.19
*
```

Results of the natural (NBO) charge analysis, in e, for atoms 1 through 2: number 1, C, carries -0.504; number 2, N, carries -0.330

---

2 | Molecular formula: CH3ClN2O2
Method: DFT, ωB97M-V/def2-TZVPD

Output
Frontier orbital gap (alpha / beta), eV: 7.3 / 7.3
E_LUMO (alpha / beta), Eh: -0.06478 / -0.06486

Structure (ORCA input):
```
! wB97M-V def2-TZVPD RIJCOSX def2/J DEFGRID3
* xyz 0 1
C 0.92 -0.14 -0.88
N -2.38 0.20 0.75
N 0.11 -1.07 -1.25
O -0.51 -1.69 -0.11
O -0.22 -1.44 -2.33
Cl -2.42 -1.16 -0.03
H 1.36 0.67 -1.48
H 1.25 -0.08 0.11
H -2.32 0.16 1.86
*
```

Results of the natural (NBO) charge analysis, in e, for atoms 1 through 2: number 1, C, carries -0.257; number 2, N, carries -0.733

---

3 | Molecular formula: CH3ClN2O2
Method: DFT, ωB97M-V/def2-TZVPD

Output
Frontier orbital gap, eV: 9.9
E_LUMO, Eh: -0.02793

Structure (ORCA input):
```
! wB97M-V def2-TZVPD RIJCOSX def2/J DEFGRID3
* xyz 0 1
C -0.89 -0.28 1.08
N -0.35 0.59 -0.05
N 0.48 -0.11 -0.63
O 0.71 -1.31 -0.55
O 1.48 0.42 -1.47
Cl 1.67 1.99 -2.11
H -1.60 0.26 1.70
H -1.50 -0.95 0.48
H 0.00 -0.62 1.55
*
```

Results of the natural (NBO) charge analysis, in e, for atoms 1 through 2: number 1, C, carries -0.441; number 2, N, carries -0.221

---

Relative energies, in hartree, with the most stable structure set to zero: 1 0.0000; 2 0.1068; 3 0.0141.

---

1 | Molecular formula: C2H6N4OS
Method: DFT, ωB97M-V/def2-TZVPD

Output
Frontier orbital gap, eV: 8.3
E_LUMO, Eh: 0.01168

Structure (ORCA input):
```
! wB97M-V def2-TZVPD RIJCOSX def2/J DEFGRID3
* xyz 0 1
N 0.90 -2.03 -1.65
C 1.09 -0.62 -1.42
S 2.29 0.23 -2.29
N 0.17 -0.01 -0.62
N 0.76 1.00 0.22
C 0.08 1.50 1.11
N -1.30 1.34 1.53
O -2.09 0.13 1.22
H 0.73 -2.77 -0.93
H 1.52 -2.32 -2.32
H -0.47 -0.72 -0.17
H 0.54 2.29 1.62
H -1.16 1.39 2.60
H -3.06 0.59 1.11
*
```

Results of the natural (NBO) charge analysis, in e, for atoms 1 through 2: number 1, N, carries -0.832; number 2, C, carries 0.290

---

2 | Molecular formula: C2H6N4OS
Method: DFT, ωB97M-V/def2-TZVPD

Output
Frontier orbital gap, eV: 8.3
E_LUMO, Eh: -0.00603

Structure (ORCA input):
```
! wB97M-V def2-TZVPD RIJCOSX def2/J DEFGRID3
* xyz 0 1
C 1.29 0.76 -0.62
C 0.09 -0.96 0.85
H 2.14 -2.16 -0.93
H 3.00 -1.13 -0.07
H 1.76 0.76 -1.64
H 0.20 3.11 1.11
H 0.69 -1.28 1.84
H -1.20 1.00 -0.98
N 2.14 -1.55 -0.09
N 1.06 -0.59 -0.10
N 0.78 1.92 -0.38
N -1.21 -0.75 0.88
O -0.08 1.84 0.76
S -2.10 -0.44 -0.56
*
```

Results of the natural (NBO) charge analysis, in e, for atoms 1 through 2: number 1, C, carries 0.187; number 2, C, carries 0.286

---

Relative energies, in hartree, with the most stable structure set to zero: 1 0.0000; 2 0.1428.

---

1 | Molecular formula: C3H7O3
Method: DFT, ωB97M-V/def2-TZVPD

Output
Frontier orbital gap, eV: 8.4
E_LUMO, Eh: 0.15010

Structure (ORCA input):
```
! wB97M-V def2-TZVPD RIJCOSX def2/J DEFGRID3
* xyz -1 1
C 0.58 2.09 -0.57
O -0.14 2.24 0.66
H -0.27 1.27 0.99
H 1.47 1.50 -0.43
H 0.79 3.10 -0.94
H -0.07 1.44 -1.17
C -0.29 -1.78 -0.45
C -0.44 -1.44 1.06
O -0.42 -0.25 1.47
O -0.52 -2.46 1.78
H 0.63 -2.37 -0.58
H -0.24 -0.86 -1.02
H -1.07 -2.47 -0.81
*
```

Results of the natural (NBO) charge analysis, in e, for atoms 1 through 2: number 1, C, carries -0.254; number 2, O, carries -0.801

---

2 | Molecular formula: C3H7O3
Method: DFT, ωB97M-V/def2-TZVPD

Output
Frontier orbital gap, eV: 8.2
E_LUMO, Eh: 0.15099

Structure (ORCA input):
```
! wB97M-V def2-TZVPD RIJCOSX def2/J DEFGRID3
* xyz -1 1
O -0.62 -0.35 -0.86
C -0.64 -0.56 0.40
O -1.67 -0.77 1.06
C 0.74 -0.61 0.97
C 1.90 -0.82 0.03
H 0.85 0.45 1.36
H 0.68 -1.21 1.90
H 1.82 -1.79 -0.53
H 1.62 -0.07 -0.71
H 2.81 -0.61 0.65
H -0.30 1.54 -1.25
H -0.21 2.81 -2.11
O -0.16 2.53 -1.20
*
```

Results of the natural (NBO) charge analysis, in e, for atoms 1 through 2: number 1, O, carries -0.856; number 2, C, carries 0.755

---

3 | Molecular formula: C3H7O3
Method: DFT, ωB97M-V/def2-TZVPD

Output
Frontier orbital gap, eV: 7.5
E_LUMO, Eh: 0.13513

Structure (ORCA input):
```
! wB97M-V def2-TZVPD RIJCOSX def2/J DEFGRID3
* xyz -1 1
C 1.12 1.02 -1.15
O 0.01 0.88 -1.92
H -0.36 0.00 -2.11
H 2.02 0.42 -1.52
H 0.85 0.92 0.01
H 1.49 2.03 -1.60
C -1.07 -0.81 0.62
C -0.19 -0.82 1.86
O 0.43 0.26 2.08
O -0.34 -1.77 2.71
H -2.03 -0.48 1.03
H -1.14 -1.73 -0.04
H -0.81 0.07 0.01
*
```

Results of the natural (NBO) charge analysis, in e, for atoms 1 through 2: number 1, C, carries -0.284; number 2, O, carries -0.757

---

Relative energies, in hartree, with the most stable structure set to zero: 1 0.0052; 2 0.0000; 3 0.0553.